26
Properties=species:S:1:pos:R:3 method="wB97M-V/def2-TZVPD" total_energy_ev=-26964.06528 multiplicity=1 orbital_gap_ev=9.31
N -0.350 -0.086 -0.740
H 3.341 -2.944 -1.091
O -1.326 -1.909 0.441
O -2.459 1.513 -0.037
H 3.792 -1.749 0.133
H 0.206 0.579 0.610
C 3.001 -1.809 -0.762
C -1.980 2.291 1.133
H -1.162 0.874 3.016
H 0.396 -1.767 -1.557
H -2.710 -0.033 1.232
S 3.489 -0.714 -2.195
H -0.698 0.875 -1.102
C -0.615 1.553 1.636
O 1.463 1.007 -2.702
H 0.707 -1.859 0.474
H 1.914 -0.606 0.553
C -2.489 0.106 0.241
H 0.455 2.868 1.769
H -1.820 3.300 0.711
C -1.324 -0.803 -0.017
C 0.827 -0.805 -1.168
H -3.278 -0.528 -0.302
H -2.765 2.103 2.001
C 1.729 -0.105 -2.170
C 1.658 -1.352 -0.109

27
Properties=species:S:1:pos:R:3 method="wB97M-V/def2-TZVPD" total_energy_ev=-31662.02413 multiplicity=1 charge=-1 orbital_gap_ev="4.42 / 4.64"
H -2.488 2.197 -1.584
C 0.652 1.206 -2.249
Tl -1.207 -1.208 -0.377
O -0.579 0.254 1.600
O 0.473 -1.865 2.197
H 2.009 -1.340 -1.989
H 2.274 -1.922 -0.207
H -0.069 -2.587 -2.110
H 1.462 0.811 -2.846
S 0.650 -0.406 2.173
C 0.718 1.526 -0.862
C -1.424 1.958 -1.582
C 0.701 0.121 3.882
C -0.550 2.021 -0.456
H -1.029 1.406 -3.724
H 1.537 -0.363 4.392
H 0.265 -3.301 -0.405
H 1.581 1.407 -0.219
H 0.843 1.203 3.913
N -3.878 0.129 -0.307
C 1.637 -1.836 -1.088
C -0.673 1.497 -2.703
C 0.371 -2.441 -1.101
H -0.227 -0.165 4.381
H -4.132 -0.771 -0.789
O 1.871 0.074 1.538
H -0.790 2.394 0.521

27
Properties=species:S:1:pos:R:3 method="wB97M-V/def2-TZVPD" total_energy_ev=-38363.17020 multiplicity=1 charge=-1 orbital_gap_ev="7.17 / 6.70"
H 0.431 2.412 1.878
C 0.203 -0.366 -0.601
H -0.127 -2.044 -1.891
C -1.546 -3.033 0.672
H -1.027 -2.765 1.584
H 1.982 0.741 -0.980
H 0.818 -0.731 -2.612
H -1.870 1.656 2.150
S -2.351 -1.465 0.022
S -2.814 2.004 -0.141
O -3.283 -1.210 1.095
H -2.338 -3.739 0.886
H 1.336 2.892 -0.452
H 1.589 0.577 0.735
H -0.381 3.667 0.922
C -1.521 1.914 1.163
C 0.650 -1.306 -1.701
C -0.208 2.584 1.001
O -2.852 0.602 -0.685
C -0.908 -0.505 0.070
C 0.535 2.165 -0.281
O -2.222 2.958 -1.119
O -2.824 -1.876 -1.281
H -0.171 2.232 -1.107
H 1.583 -1.809 -1.430
C 1.162 0.763 -0.257
H -0.858 -3.439 -0.058

27
Properties=species:S:1:pos:R:3 method="wB97M-V/def2-TZVPD" total_energy_ev=-38367.61391 multiplicity=1 charge=-1 orbital_gap_ev=8.62
S -0.048 -2.789 1.594
H -1.098 -3.585 -0.485
O -2.445 -2.364 0.214
O 0.417 -4.161 1.703
O -0.554 -2.178 2.765
H -0.124 -0.789 -0.344
S 0.030 -0.448 -3.602
H 1.210 2.685 1.750
H 1.917 0.001 -1.350
C -0.164 0.119 -0.995
H -1.169 2.214 1.522
C 0.818 2.302 0.812
H 0.450 3.178 0.135
H 1.984 0.641 0.867
H -2.126 0.419 0.062
H -0.257 0.709 1.676
C -0.435 1.520 1.069
H -1.427 1.823 -0.808
C -1.351 -2.945 0.300
C 1.235 0.814 -1.178
C -0.725 -0.301 -2.226
C -1.158 0.899 -0.184
H 2.857 1.848 0.022
H -1.787 -0.555 -2.177
H 1.270 1.480 -2.018
C 1.830 1.369 0.102
O 0.854 -1.906 0.773

22
Properties=species:S:1:pos:R:3 method="wB97M-V/def2-TZVPD" smiles="C=C/C=C/CCCC" total_energy_ev=-8518.28555 multiplicity=1 orbital_gap_ev=8.54
C -0.374 0.190 1.378
H 1.234 -0.144 -1.262
C -0.604 2.068 -0.204
H 0.111 2.459 0.486
H -0.097 -2.848 -0.454
H -0.697 3.822 -1.474
H -0.876 -1.434 -1.320
H 1.662 -1.753 -1.651
C -0.123 -1.763 -0.508
C 2.260 -1.199 0.373
C -0.705 -1.212 0.893
C -1.110 2.851 -1.182
C -1.091 0.731 0.250
H -2.065 2.498 -1.622
H 2.521 -2.185 0.769
H 0.194 1.056 1.688
H 3.129 -0.611 0.125
H -2.085 0.498 -0.053
H -0.421 -1.997 1.603
H -1.752 -1.367 0.672
C 1.226 -1.170 -0.825
H 1.967 -0.606 1.229

22
Properties=species:S:1:pos:R:3 method="wB97M-V/def2-TZVPD" total_energy_ev=-8513.94062 multiplicity=1 orbital_gap_ev=9.07
H 0.968 0.947 1.518
C -0.787 1.051 -0.309
H 2.248 -0.024 0.073
C -0.856 -1.570 0.545
C -0.756 -0.416 -0.148
H -0.922 -2.501 0.120
H -1.167 1.988 0.548
H -0.247 -1.705 -1.691
C 0.508 -0.818 0.687
H -1.824 -0.675 -1.619
C 1.269 0.032 -0.472
C -0.662 -0.807 -1.628
H 0.889 -0.190 3.019
H 1.169 1.931 0.324
H -1.430 1.280 -1.075
H -0.198 -0.194 -2.329
H 1.402 -0.509 -1.412
H 1.161 2.128 -1.377
H -1.209 -1.833 1.687
H -0.671 0.303 2.156
C 0.354 0.223 1.853
C 0.759 1.357 -0.472

22
Properties=species:S:1:pos:R:3 method="wB97M-V/def2-TZVPD" total_energy_ev=-8516.90802 multiplicity=1 orbital_gap_ev=5.08
H 3.821 0.103 -1.805
C -1.081 1.365 0.384
H -2.237 0.886 2.174
H 0.848 -0.285 -2.628
H 1.389 1.848 -0.564
H -2.383 -1.438 1.946
H -0.625 2.221 0.862
C 0.799 1.115 -1.107
H 0.461 -0.990 0.959
H -1.846 -1.436 0.318
H 2.242 0.885 -2.571
C -1.667 -0.959 1.284
C 1.530 0.236 -1.958
H 2.943 -1.464 -1.645
H -0.054 -2.256 1.991
C -2.043 0.540 1.158
C -0.543 0.941 -0.786
H -1.136 0.296 -1.430
C -0.245 -1.200 1.766
C 2.866 -0.376 -1.680
H -3.035 0.566 0.695
H -0.005 -0.597 2.637

27
Properties=species:S:1:pos:R:3 method="wB97M-V/def2-TZVPD" total_energy_ev=-153629.46232 multiplicity=1 orbital_gap_ev="8.43 / 8.43"
H 0.435 -2.312 -1.552
C 1.696 -1.787 1.219
C -0.009 2.315 1.073
H 0.823 2.998 0.793
C 0.016 1.118 0.118
H 1.986 -2.369 -1.276
H 0.387 1.112 -1.967
C -0.142 1.802 -1.327
O -0.894 -2.352 0.335
C 1.235 -1.679 -1.321
Br -3.780 0.909 -1.056
Br -3.727 -1.873 0.446
H 2.024 0.772 -0.601
H 2.831 -1.494 1.312
H 0.081 2.824 -1.009
N -0.416 -1.178 0.304
H 0.079 2.036 2.143
C 1.091 -1.002 0.020
N 1.287 0.376 0.101
H 1.401 -0.902 -2.094
H -1.183 1.896 -1.823
H 1.652 -2.798 1.010
H -3.116 0.451 1.269
H -0.941 2.942 0.945
H 1.250 -1.650 2.195
C -3.137 -0.130 0.368
C -0.929 -0.024 0.374

31
Properties=species:S:1:pos:R:3 method="wB97M-V/def2-TZVPD" total_energy_ev=-80326.68189 multiplicity=1 orbital_gap_ev=9.05
H 2.416 -0.116 3.616
H -1.746 1.972 1.046
H -1.269 1.931 3.362
Cl -4.902 0.789 1.298
C 2.683 -0.264 1.514
H 2.504 -1.342 1.558
H 0.379 2.524 3.179
N 2.207 0.191 0.216
H -0.243 2.013 -0.596
H 3.531 1.867 0.222
H 1.527 3.468 -0.283
C 2.020 0.375 2.726
H 2.636 -0.423 -0.466
C 2.545 1.560 -0.160
Cl -4.617 -1.989 1.913
C -4.533 -0.790 0.633
H 3.770 -0.094 1.629
H -0.854 3.472 1.371
C 1.485 2.559 0.336
N 0.180 1.930 0.320
Cl -5.701 -1.178 -0.630
C -0.388 1.896 2.721
H 2.581 1.601 -1.251
C -0.767 2.373 1.319
S 0.204 0.179 2.833
K -0.627 -0.520 0.084
H 1.719 2.862 1.356
O -2.710 0.308 -0.420
C -3.109 -0.781 -0.001
O -2.498 -1.848 0.007
H 2.239 1.435 2.798

26
Properties=species:S:1:pos:R:3 method="wB97M-V/def2-TZVPD" total_energy_ev=-32120.46835 multiplicity=1 orbital_gap_ev="7.63 / 8.73"
H 1.680 1.914 -1.290
H -1.460 -0.363 -1.090
H 1.467 -2.088 1.594
H 2.144 -0.560 1.094
H -2.463 1.936 3.167
C 1.230 -0.857 -2.181
Cl 0.028 0.637 2.890
H 2.676 0.764 -0.344
C -2.991 -0.114 3.019
N 1.548 -1.358 0.875
C -0.656 0.483 -1.254
C 0.697 -0.097 -0.950
C -3.026 1.075 3.548
C -0.951 -0.112 1.780
H 1.090 1.539 0.401
N 0.495 -1.085 0.067
H -1.093 1.070 -0.357
H -2.673 -0.951 1.061
H 0.576 -1.596 -2.657
H -3.480 1.188 4.506
C -2.233 -0.455 1.848
I -3.929 -1.776 3.972
H 2.135 -1.523 -1.978
H -0.748 0.931 -2.286
C 1.594 1.055 -0.489
H 1.641 -0.245 -2.995

27
Properties=species:S:1:pos:R:3 method="wB97M-V/def2-TZVPD" total_energy_ev=-36898.13710 multiplicity=1 charge=+1 orbital_gap_ev="5.88 / 5.88"
C -0.575 -0.906 -1.366
C 3.018 1.309 -0.456
H -2.415 -0.133 0.457
H 3.991 1.788 -0.618
C -1.585 -0.763 0.874
C 2.604 1.159 0.949
N 1.386 1.513 1.209
H 3.326 0.514 -1.123
H -1.261 -0.091 -1.798
O -2.263 -2.634 -0.584
H -1.208 -2.814 -2.369
H -1.315 2.960 -0.355
C 0.682 1.937 0.198
H -1.253 -2.898 1.204
H -2.737 -2.531 1.426
S 1.623 2.106 -1.266
H -1.210 -0.536 1.935
C -1.947 -2.229 0.739
H 0.433 -0.986 0.462
H -0.235 -2.991 -0.985
H -0.964 2.301 1.416
C -1.089 -2.447 -1.304
C -0.514 2.728 0.489
H 0.463 -1.114 -1.699
Cl 0.081 4.437 0.924
H 3.380 0.866 1.645
N -0.414 -0.546 -0.005

27
Properties=species:S:1:pos:R:3 method="wB97M-V/def2-TZVPD" smiles="CCOC(=O)C(C)(C)C(F)(F)SC" total_energy_ev=-28886.88832 multiplicity=1 orbital_gap_ev=9.97
H -1.910 2.740 0.531
H 3.007 1.211 -1.241
C -1.316 -0.616 0.127
C 0.186 -0.941 0.069
H -2.003 1.417 1.621
C 0.606 -1.128 -1.392
C -2.796 1.006 -0.386
H -3.002 1.612 -1.203
H -0.107 -2.821 0.787
C -2.482 1.894 0.852
C 0.454 -2.039 1.026
H 1.535 -2.380 1.046
H 3.325 -0.546 -1.232
F 0.681 1.451 -0.329
O -2.103 -1.230 0.790
H 0.737 -0.110 -1.919
H -3.367 2.291 1.197
O -1.626 0.274 -0.758
H 1.686 -1.559 -1.358
C 3.463 0.445 -0.775
H 4.517 0.445 -0.666
H 0.193 -1.582 1.996
H -3.696 0.223 -0.085
C 0.983 0.504 0.584
F 0.379 0.799 1.772
H -0.087 -1.799 -1.984
S 2.743 0.440 0.930